Here is a 10-piece molecular cluster, C84H182N10O12 overall in a non-equilibrium geometry from OMol25. Energies are from ωB97M-V with the def2-TZVPD basis set.

HOMO (spin up / spin down), eV: -8.94 / -8.94
Kohn-Sham gap (spin up / spin down), eV: 6.431 / 2.453
LUMO (spin up / spin down), eV: -2.5 / -6.5

```
! wB97M-V def2-TZVPD RIJCOSX def2/J DEFGRID3
* xyz 1 2
C -4.77828 -6.33211 5.48754
C -4.27672 -4.88207 5.58726
C -2.70286 -4.95949 5.35476
C -2.07316 -3.67062 4.85269
C -2.81531 -3.09270 3.69162
C -4.31136 -2.87059 3.90869
N -4.90418 -4.07274 4.52682
O -6.30470 -4.12315 4.56938
C -4.67064 -1.62317 4.67293
C -4.91849 -2.79462 2.49363
C -4.55586 -4.18066 6.94477
H -5.83687 -6.32818 5.74732
H -4.18068 -7.03874 6.06342
H -4.71207 -6.68379 4.45797
H -2.22030 -5.18131 6.30662
H -2.51363 -5.82983 4.72644
H -1.03580 -3.82048 4.55348
H -2.08180 -2.96219 5.68103
H -2.67824 -3.81829 2.88985
H -2.35408 -2.19569 3.27841
H -5.71621 -1.69031 4.97358
H -4.13798 -1.58480 5.62314
H -4.52287 -0.72399 4.07483
H -4.88838 -3.70970 1.90218
H -5.99518 -2.62564 2.51055
H -4.50707 -2.04351 1.81934
H -3.88068 -3.32528 6.96813
H -4.63051 -4.85309 7.79938
H -5.57317 -3.81190 7.07589
H -6.47181 -4.65161 3.78554
C 6.99398 0.72734 -1.39584
C 6.92485 -0.22331 -0.17212
C 5.65813 0.35691 0.54705
C 5.11858 -0.53790 1.60026
C 4.67909 -1.85429 1.03486
C 5.73053 -2.52494 0.16885
N 6.55677 -1.55777 -0.69087
O 7.64126 -2.23536 -1.28166
C 6.69314 -3.36284 1.05326
C 5.04484 -3.55923 -0.72417
C 8.17388 -0.04713 0.72636
H 7.77954 0.42173 -2.08693
H 7.18625 1.74670 -1.06114
H 6.06370 0.69346 -1.96287
H 5.78164 1.31118 1.05911
H 4.81206 0.59000 -0.09944
H 4.23787 -0.07907 2.04962
H 5.77639 -0.58292 2.46823
H 3.67487 -1.73579 0.62791
H 4.43843 -2.58428 1.80771
H 7.17429 -2.63580 1.70749
H 6.13811 -4.05403 1.68753
H 7.49125 -3.91032 0.55188
H 4.38898 -3.15968 -1.49767
H 5.71881 -4.30091 -1.15288
H 4.23372 -4.05480 -0.19070
H 9.04732 -0.37478 0.16258
H 8.16530 -0.67805 1.61517
H 8.33041 0.98847 1.02823
H 7.52775 -2.27634 -2.23404
C 0.54345 1.34668 -0.57062
C -0.13061 1.01011 0.75576
C -1.69545 1.00400 0.42374
C -2.21882 -0.28103 -0.32114
C -1.55651 -1.52656 0.21506
C -0.08535 -1.50122 0.56410
N 0.23556 -0.25288 1.34057
O 1.51208 -0.19044 1.83644
C 0.02013 -2.65315 1.56210
C 0.70445 -1.75487 -0.72426
C 0.08763 2.23489 1.70717
H 0.08399 0.72499 -1.33907
H 1.62830 1.28064 -0.48792
H 0.35871 2.36265 -0.91956
H -2.22375 1.12368 1.36962
H -1.97123 1.92045 -0.09795
H -2.06012 -0.23215 -1.39841
H -3.29133 -0.26516 -0.12731
H -1.88291 -2.37281 -0.38944
H -2.02020 -1.63886 1.19510
H -0.46753 -2.34273 2.48619
H -0.50891 -3.54394 1.22341
H 1.06967 -2.94734 1.55817
H 0.21077 -1.36145 -1.61286
H 1.71016 -1.35828 -0.58513
H 0.71696 -2.83784 -0.84720
H -0.24054 3.12542 1.17111
H 1.09630 2.35246 2.10324
H -0.58339 2.12208 2.55870
H 1.34254 -0.06810 2.77340
C -1.49065 9.63448 0.74053
C -1.16005 9.10487 -0.67552
C 0.31250 8.66872 -1.01914
C 0.72618 7.44359 -0.19280
C -0.18779 6.26401 -0.49068
C -1.68193 6.55631 -0.30827
N -2.05567 7.91894 -0.93823
O -3.40083 8.22034 -1.13712
C -2.38302 5.28626 -0.90600
C -2.05642 6.60033 1.21254
C -1.54420 10.19799 -1.61679
H -1.32055 8.93330 1.55755
H -2.51253 10.01365 0.75002
H -0.76087 10.41961 0.93825
H 0.43536 8.39725 -2.06762
H 0.95878 9.48652 -0.70036
H 0.94230 7.65483 0.85447
H 1.72514 7.11391 -0.47824
H 0.05158 5.39127 0.11688
H 0.19226 6.01808 -1.48223
H -2.22205 5.13463 -1.97333
H -1.95790 4.37676 -0.48153
H -3.46937 5.32842 -0.82752
H -2.97643 7.14516 1.42430
H -2.32195 5.62651 1.62397
H -1.29867 6.94871 1.91436
H -2.52061 10.56238 -1.29751
H -1.61281 9.89765 -2.66234
H -0.87672 11.04558 -1.46139
H -3.67268 8.64150 -0.31838
C -1.99703 4.18392 -5.03542
C -1.35123 2.78598 -4.93020
C -2.52956 1.81861 -4.66054
C -2.24531 0.31791 -5.00699
C -1.71808 0.20687 -6.42025
C -0.46400 1.07381 -6.58411
N -0.70018 2.46764 -6.21752
O 0.34683 3.29009 -6.45109
C 0.72708 0.49679 -5.84528
C -0.31519 0.95392 -8.10968
C -0.31967 2.71579 -3.75417
H -2.74217 4.23529 -4.24156
H -2.52840 4.43559 -5.95325
H -1.24047 4.94882 -4.86037
H -2.74653 1.87381 -3.59378
H -3.48934 2.08803 -5.10138
H -3.17821 -0.19113 -4.76475
H -1.54622 -0.13884 -4.30645
H -2.53143 0.62630 -7.01239
H -1.53593 -0.81229 -6.76117
H 1.59188 1.14958 -5.96393
H 0.55660 0.04767 -4.86684
H 1.08922 -0.28240 -6.51596
H 0.01359 -0.04239 -8.40525
H -1.17834 1.34186 -8.65059
H 0.57675 1.53107 -8.35347
H 0.31492 1.83725 -3.87063
H -0.81931 2.60930 -2.79129
H 0.42055 3.51586 -3.74630
H 0.06248 3.77592 -7.22872
C 4.35363 -0.47916 5.46592
C 2.87726 -0.64233 5.64381
C 2.64092 -1.05162 7.16706
C 1.17275 -1.00267 7.58165
C 0.59511 0.37757 7.27167
C 0.80844 0.88637 5.83422
N 2.17696 0.63095 5.39051
O 2.30901 1.09681 4.07950
C -0.30264 0.17960 4.86729
C 0.56095 2.42035 5.90843
C 2.39370 -1.80535 4.75230
H 4.92267 -1.37373 5.71899
H 4.73314 0.25742 6.17411
H 4.55815 -0.12202 4.45660
H 2.99383 -2.07885 7.25851
H 3.26350 -0.53605 7.89827
H 1.11594 -1.33965 8.61669
H 0.66620 -1.80422 7.04404
H 0.95716 1.11817 7.98478
H -0.46433 0.24387 7.49036
H -0.22019 0.45740 3.81651
H -0.19536 -0.90484 4.84317
H -1.30301 0.54247 5.10325
H 1.44842 2.93681 6.27419
H 0.16962 2.85965 4.99084
H -0.17426 2.80400 6.61580
H 1.38742 -2.22256 4.79028
H 2.95642 -2.71196 4.97479
H 2.61270 -1.60360 3.70376
H 2.52488 2.03073 4.13244
C -6.93257 0.26568 2.50105
C -6.94766 1.26241 1.31187
C -5.55010 1.96282 1.22959
C -5.30512 2.68768 0.00603
C -5.54144 1.89291 -1.28019
C -6.93904 1.15473 -1.27853
N -7.19352 0.51786 0.05315
O -8.41566 -0.21112 0.11521
C -8.14385 2.06377 -1.71109
C -6.90255 -0.04165 -2.27159
C -7.98106 2.40544 1.56665
H -7.85902 -0.30719 2.54132
H -6.92046 0.81899 3.44009
H -6.10696 -0.44257 2.43144
H -5.54173 2.71101 2.02221
H -4.70418 1.31839 1.46882
H -4.23271 2.86378 -0.07774
H -5.93268 3.57664 -0.05738
H -4.76126 1.14932 -1.44295
H -5.49428 2.54747 -2.15049
H -9.02658 1.46872 -1.47701
H -8.23684 3.01811 -1.19274
H -7.99682 2.22605 -2.77887
H -6.65368 0.25461 -3.29060
H -6.17225 -0.81554 -2.03521
H -7.89732 -0.46467 -2.41152
H -8.00840 3.20508 0.82643
H -7.74063 2.81736 2.54676
H -8.96426 1.93494 1.55948
H -8.12164 -1.12188 0.03991
C 0.15156 -8.68029 -1.28259
C 0.94703 -7.41479 -1.49785
C 2.44685 -7.55618 -0.93527
C 3.46046 -8.22434 -1.89698
C 3.32522 -7.63603 -3.29485
C 1.80708 -7.65032 -3.89223
N 0.93931 -6.99403 -2.88252
O -0.35465 -6.64986 -3.36409
C 1.91675 -6.73516 -5.09848
C 1.35904 -9.09092 -4.24499
C 0.35600 -6.14584 -0.77427
H 0.63118 -9.46397 -1.86902
H -0.86534 -8.58964 -1.66443
H 0.11831 -9.07801 -0.26829
H 2.89382 -6.60672 -0.64058
H 2.36407 -8.22631 -0.07960
H 3.23973 -9.29090 -1.85443
H 4.37970 -7.98028 -1.36450
H 3.87905 -8.28838 -3.96999
H 3.76883 -6.64346 -3.21655
H 2.64676 -7.03836 -5.84899
H 0.93121 -6.72804 -5.56405
H 2.13676 -5.71305 -4.79027
H 1.85140 -9.80941 -3.58966
H 0.32172 -9.41116 -4.14754
H 1.65062 -9.43384 -5.23770
H 0.30042 -6.32869 0.29884
H -0.65676 -5.83791 -1.03430
H 1.00887 -5.29199 -0.95536
H -0.33883 -5.70702 -3.54410
C 8.74605 4.14736 1.41278
O 7.70170 4.77969 0.68512
C 8.02606 6.17297 0.46240
C 7.07217 6.61246 -0.58655
N 5.81041 7.11590 0.05615
C 4.68610 7.13851 -0.91458
C 4.01298 5.79360 -1.03965
O 3.79383 5.24701 0.26664
C 3.17648 3.98728 0.30950
H 9.72289 4.42352 1.01577
H 8.58540 3.08020 1.25961
H 8.78858 4.36778 2.47942
H 9.06429 6.34457 0.17828
H 7.85095 6.67021 1.41644
H 6.71670 5.76018 -1.16567
H 7.46824 7.40546 -1.22088
H 5.59468 6.38930 0.72370
H 5.08291 7.53554 -1.84893
H 3.88831 7.81849 -0.61584
H 4.68179 5.18876 -1.65199
H 3.12595 5.81624 -1.67272
H 4.02267 3.34106 0.07617
H 2.42180 3.79765 -0.45379
H 2.75092 3.79315 1.29404
C -4.68241 -2.92333 -1.15741
O -3.59326 -2.59454 -2.00354
C -2.95928 -3.64986 -2.65352
C -1.89253 -2.96819 -3.40817
N -1.17244 -3.93988 -4.17051
C 0.06414 -3.39840 -4.84520
C 1.20639 -2.81975 -3.99479
O 2.20791 -2.35370 -4.89419
C 3.31567 -1.74679 -4.23843
H -5.56921 -3.31123 -1.65862
H -4.98287 -2.01073 -0.64264
H -4.31401 -3.66966 -0.45357
H -3.67731 -4.06363 -3.36157
H -2.60398 -4.27513 -1.83443
H -1.25682 -2.33779 -2.78642
H -2.34835 -2.26352 -4.10370
H -1.80755 -4.29064 -4.87315
H -0.09943 -2.65261 -5.62311
H 0.55063 -4.19634 -5.40619
H 1.47986 -3.57767 -3.26071
H 0.88362 -1.89791 -3.51092
H 3.00934 -0.77586 -3.84913
H 4.07623 -1.66582 -5.01503
H 3.74366 -2.37825 -3.45985
*
```